Arrangement i

Entry from the Open Molecules 2025 dataset: a structure of composition C54H46Br2Cl2N6O3P2Ti (ωB97M-V/def2-TZVPD).

ORCA input file:
```
! RIJCOSX wB97M-V def2-TZVPD def2/J DEFGRID3
* xyz 2 1
Ti -0.3672 0.6941 0.5631
C -0.7626 0.2059 -2.5517
N -0.6917 -0.6517 -1.3555
C -1.9426 -1.4017 -1.1605
C -2.9471 -0.3990 -0.7171
N -2.5386 0.7352 -0.1892
C -3.6887 1.4791 0.0546
C -3.8519 2.7750 0.5312
C -5.1442 3.2296 0.6988
C -6.2519 2.4362 0.3758
C -6.1036 1.1730 -0.1618
C -4.8043 0.7120 -0.3242
N -4.2841 -0.4629 -0.8414
C -0.8719 1.6263 -2.1164
N -0.2666 2.0440 -1.0140
C -0.4714 3.4248 -0.9654
C -0.0296 4.3914 -0.0661
C -0.4029 5.6994 -0.3011
C -1.1850 6.0550 -1.4055
C -1.6138 5.1125 -2.3178
C -1.2419 3.7979 -2.0769
N -1.4763 2.6220 -2.7777
H 0.1566 0.1116 -3.1414
H -1.6022 -0.0712 -3.1967
H 0.0678 -1.3177 -1.4556
H -2.2706 -1.9157 -2.0734
H -1.7968 -2.1497 -0.3771
H -2.9922 3.3876 0.7511
H -5.3060 4.2219 1.0949
H -7.2461 2.8236 0.5442
H -6.9551 0.5712 -0.4446
H -4.8185 -1.2599 -1.1488
H 0.5916 4.1362 0.7826
H -0.0789 6.4753 0.3771
H -1.4489 7.0917 -1.5532
H -2.2084 5.3801 -3.1791
H -1.9889 2.5539 -3.6435
C 3.4558 -2.3740 -2.1397
C 2.2695 -3.2537 -1.7165
P 1.8460 -2.9674 0.0855
C 0.7367 -4.3571 0.5535
C 0.0514 -5.2053 -0.3086
C -0.7105 -6.2495 0.2067
C -0.8047 -6.4398 1.5748
C -0.1391 -5.5810 2.4417
C 0.6268 -4.5487 1.9335
C 3.3960 -3.7649 0.7223
C 4.5084 -2.9899 1.0442
C 5.7274 -3.5861 1.3320
C 5.8480 -4.9655 1.3298
C 4.7343 -5.7468 1.0576
C 3.5234 -5.1544 0.7423
C 3.2468 -0.8896 -2.5281
P 2.4276 0.4742 -1.5035
C 2.9310 1.7972 -2.7121
C 1.9967 2.5927 -3.3653
C 2.3931 3.5534 -4.2852
C 3.7330 3.7166 -4.5856
C 4.6767 2.9310 -3.9385
C 4.2827 1.9945 -2.9993
C 3.6506 0.9757 -0.2268
C 4.9213 0.4480 -0.0308
C 5.7373 0.9614 0.9701
C 5.2989 2.0069 1.7670
C 4.0417 2.5587 1.5586
C 3.2260 2.0418 0.5685
H 3.8945 -2.8350 -3.0286
H 4.2065 -2.4300 -1.3510
H 2.5626 -4.3006 -1.8191
H 1.4248 -3.0776 -2.3934
H 0.1395 -5.0946 -1.3838
H -1.2238 -6.9199 -0.4697
H -1.3868 -7.2622 1.9667
H -0.2110 -5.7169 3.5123
H 1.1718 -3.8923 2.6038
H 4.4354 -1.9103 1.0603
H 6.5871 -2.9653 1.5442
H 6.8035 -5.4322 1.5205
H 4.8083 -6.8251 1.0734
H 2.6749 -5.7820 0.5090
H 2.6471 -0.8613 -3.4467
H 4.2337 -0.5032 -2.7883
H 0.9454 2.4737 -3.1654
H 1.6452 4.1671 -4.7680
H 4.0437 4.4526 -5.3130
H 5.7276 3.0470 -4.1635
H 5.0436 1.4219 -2.4866
H 5.2870 -0.3578 -0.6552
H 6.7262 0.5504 1.1221
H 5.9401 2.4036 2.5413
H 3.7043 3.3874 2.1680
H 2.2389 2.4601 0.3845
Br -2.2311 4.5282 3.1190
C -0.8448 3.3516 3.6099
C -0.2506 3.5244 4.8700
C 0.7944 2.7375 5.2668
Br 1.5184 2.9626 6.9955
C 1.3349 1.7612 4.3905
C 2.3959 0.8931 4.7030
C 2.8008 -0.0160 3.7609
C 2.1817 -0.0404 2.5110
N 1.1740 0.7427 2.1744
C 0.7361 1.6204 3.1198
C -0.4043 2.3736 2.7418
O -0.9263 2.0584 1.5593
H -0.6409 4.2848 5.5310
H 2.8675 0.9433 5.6746
H 3.5840 -0.7298 3.9693
H 2.5278 -0.7301 1.7610
Cl -3.4595 -1.1767 4.4798
C -3.0285 -0.8336 2.8084
Cl -3.5588 -2.1566 1.7585
C -1.4978 -0.6485 2.6749
O -0.8262 -0.4514 3.6488
O -1.0318 -0.7190 1.4483
H -3.5507 0.0718 2.4916
*
```

Output
**HOMO**: -12.626 eV
**Kohn-Sham gap**: 6.38 eV

Arrangement ii

Entry from the Open Molecules 2025 dataset: a structure of composition C54H46Br2Cl2N6O3P2Ti (ωB97M-V/def2-TZVPD).

ORCA input file:
```
! RIJCOSX wB97M-V def2-TZVPD def2/J DEFGRID3
* xyz 2 1
Ti 0.0760 -0.1392 -0.1631
C -1.4616 -2.9485 0.5330
N -0.7329 -1.9275 1.3056
C 0.4000 -2.5338 2.0291
C 1.4136 -2.9370 1.0108
N 1.4020 -2.4537 -0.2037
C 2.4051 -3.1365 -0.8880
C 2.7958 -3.0801 -2.2263
C 3.8467 -3.8840 -2.6192
C 4.4958 -4.7381 -1.7163
C 4.1054 -4.8271 -0.3955
C 3.0454 -4.0184 -0.0029
N 2.3743 -3.8715 1.2000
C -1.5298 -2.5715 -0.9073
N -0.7711 -1.6378 -1.4456
C -0.9121 -1.7741 -2.8302
C -0.2833 -1.1462 -3.9047
C -0.6444 -1.5359 -5.1794
C -1.6019 -2.5317 -5.4066
C -2.2096 -3.1884 -4.3571
C -1.8348 -2.7999 -3.0791
N -2.1982 -3.2776 -1.8323
H -0.9147 -3.8946 0.5745
H -2.4540 -3.1360 0.9372
H -1.3637 -1.5175 1.9880
H 0.8210 -1.8071 2.7238
H 0.0826 -3.4109 2.6028
H 2.2859 -2.4303 -2.9258
H 4.1793 -3.8638 -3.6485
H 5.3156 -5.3490 -2.0688
H 4.5906 -5.5044 0.2948
H 2.5878 -4.3500 2.0594
H 0.4740 -0.3936 -3.7610
H -0.1668 -1.0666 -6.0294
H -1.8498 -2.8026 -6.4237
H -2.9356 -3.9738 -4.5213
H -2.8537 -4.0219 -1.6581
C -3.2721 2.6869 1.2820
C -2.2779 2.2333 2.3497
P -0.5700 1.9395 1.6770
C -0.2586 3.7071 1.2873
C -0.3002 4.6975 2.2698
C -0.1471 6.0290 1.9201
C 0.0182 6.3964 0.5916
C 0.0274 5.4222 -0.3928
C -0.1058 4.0891 -0.0390
C 0.2074 1.6780 3.3191
C 1.2359 2.4792 3.8048
C 1.6608 2.3534 5.1206
C 1.0755 1.4191 5.9588
C 0.0829 0.5806 5.4706
C -0.3421 0.7066 4.1592
C -4.1256 1.5297 0.7976
P -3.1686 0.1242 0.0074
C -4.0630 0.0834 -1.6017
C -5.4629 0.0771 -1.6390
C -6.1306 0.0609 -2.8494
C -5.4166 0.0549 -4.0435
C -4.0342 0.0794 -4.0178
C -3.3634 0.0983 -2.8006
C -4.0078 -1.2753 0.8861
C -3.9298 -1.3230 2.2801
C -4.5183 -2.3547 2.9973
C -5.1982 -3.3621 2.3286
C -5.2665 -3.3409 0.9426
C -4.6650 -2.3142 0.2266
H -2.7535 3.1567 0.4414
H -3.9365 3.4458 1.6976
H -2.6552 1.3523 2.8726
H -2.1396 3.0102 3.1002
H -0.4509 4.4427 3.3102
H -0.1597 6.7861 2.6930
H 0.1335 7.4397 0.3300
H 0.1332 5.6972 -1.4348
H -0.1000 3.3252 -0.7931
H 1.6979 3.2109 3.1597
H 2.4507 2.9949 5.4881
H 1.3937 1.3410 6.9898
H -0.3713 -0.1573 6.1193
H -1.1269 0.0522 3.7889
H -4.8357 1.8860 0.0552
H -4.6933 1.1222 1.6343
H -6.0338 0.0756 -0.7190
H -7.2127 0.0571 -2.8627
H -5.9455 0.0453 -4.9874
H -3.4702 0.0972 -4.9421
H -2.2886 0.1488 -2.7770
H -3.4216 -0.5264 2.8167
H -4.4573 -2.3669 4.0779
H -5.6824 -4.1526 2.8862
H -5.8009 -4.1197 0.4133
H -4.7236 -2.3135 -0.8529
Br -1.8496 3.2134 -3.2048
C -0.0752 2.5736 -3.2173
C 0.8516 3.1485 -4.1051
C 2.1666 2.7775 -4.0878
Br 3.3802 3.6227 -5.2590
C 2.6254 1.7836 -3.1855
C 3.9544 1.3444 -3.0396
C 4.2445 0.3958 -2.0935
C 3.2139 -0.1525 -1.3234
N 1.9531 0.2106 -1.4474
C 1.6672 1.1958 -2.3362
C 0.3179 1.6055 -2.3220
O -0.4506 1.0066 -1.4035
H 0.5165 3.9106 -4.7947
H 4.7308 1.7637 -3.6653
H 5.2579 0.0543 -1.9381
H 3.4339 -0.9227 -0.5984
Cl 4.5305 1.8875 2.3876
C 3.5601 0.4779 1.9922
Cl 3.2251 -0.5275 3.4172
C 2.2669 0.8254 1.2180
O 2.1281 1.8799 0.6328
O 1.4030 -0.1456 1.1502
H 4.1815 -0.1298 1.3384
*
```

Output
**HOMO**: -13.119 eV
**Kohn-Sham gap**: 6.94 eV

Preferred: arrangement ii; penalty for the next structure: 81.8 kJ/mol.

Arrangement i

Entry from the Open Molecules 2025 dataset: a cluster of 16 separate species, H31O16 in total (ωB97M-V/def2-TZVPD).

ORCA input file:
```
! RIJCOSX wB97M-V def2-TZVPD def2/J DEFGRID3
* xyz -1 1
O -4.7516 -0.5796 -2.7748
H -3.2900 3.5666 -1.8860
H -0.8950 0.5681 1.2324
O 2.7421 -0.0935 4.1182
H -5.2637 -0.3826 -1.8234
H -4.4652 -1.5757 -3.1438
O 2.6989 -3.4399 -4.0960
H 1.9854 -0.5456 3.7228
H -2.0824 -0.2265 1.1608
O -1.5688 0.3818 1.9550
H -0.2014 1.0885 4.1168
H 3.5968 -0.2119 3.7623
O -4.2123 3.6728 -2.3981
H -0.6487 -0.7960 2.3175
H 1.4283 -4.6757 -0.4603
O -0.3944 -1.0849 -0.5240
H -0.3608 0.2732 -1.2934
H 0.7949 0.5745 1.7477
O 0.2179 4.8770 2.9926
H 1.0853 5.1585 3.0810
H -0.0447 4.4189 3.7180
O -0.4020 3.4464 -4.2638
H -0.7613 2.6428 -3.9089
H 2.3433 -3.6827 -3.1844
O -2.7092 -4.2335 1.7803
H -2.4630 -3.3647 1.3711
O -0.3199 -1.4305 3.0364
H -4.1004 2.7402 -2.7775
H 0.5602 -1.5638 2.5158
O -0.3453 1.0657 -1.8553
H 3.1390 -2.6050 -3.8647
H -1.0785 0.8346 -2.3376
O 2.2395 -5.0835 -0.0535
H 0.7455 1.4638 5.0995
H 2.8878 3.4295 -1.8044
O 2.2984 -1.5159 -1.9024
H 0.5073 -0.6708 0.6609
H -0.6113 -1.8091 -1.0551
O 3.3735 2.7915 -1.1441
H 3.0076 -4.5161 -0.5899
H 1.4082 -1.2252 -1.5625
O -0.0890 1.8743 4.6576
H -3.0453 -3.8263 2.5811
H 0.1797 3.1496 -4.9023
O 1.1840 -0.2561 1.1774
H 2.9329 -0.6824 -2.1123
H 2.7475 2.0594 -1.0869
*
```

Output
**HOMO**: -6.893 eV
**Kohn-Sham gap**: 8.84 eV

Arrangement ii

Entry from the Open Molecules 2025 dataset: a cluster of 16 separate species, H31O16 in total (ωB97M-V/def2-TZVPD).

ORCA input file:
```
! RIJCOSX wB97M-V def2-TZVPD def2/J DEFGRID3
* xyz -1 1
O -0.9508 1.7052 -2.7997
H 3.0479 2.2673 0.1645
H -1.5658 3.6746 -4.0433
O 1.6684 0.3805 -0.2439
H -1.5549 1.0577 -3.3532
H -0.9316 1.5477 -1.8562
O 2.3037 -0.6020 4.8153
H 1.1458 -0.4815 -0.2700
H -0.5119 2.6081 -4.4517
O -1.1465 3.2322 -4.8724
H -0.6712 -5.1835 -0.0759
H 2.6296 0.4353 -0.1948
O 3.8784 2.8485 0.4799
H -2.7276 1.0625 0.1994
H -1.3039 -1.2567 1.4149
O -4.6963 2.5904 0.4934
H -5.5200 2.6582 0.2265
H -4.4240 1.9812 1.0856
O -3.5864 0.1315 3.1193
H -2.7230 0.4931 3.2839
H -3.7401 0.0958 2.3157
O 1.8162 -4.9131 3.4729
H 1.2325 -4.1417 3.5418
H 1.6319 -0.5044 4.1788
O 1.4504 3.0450 -1.4378
H 1.4164 2.1806 -1.6184
O -2.4161 1.1589 1.3407
H 3.7094 3.7063 0.0943
H -1.7564 1.8069 1.3147
O 0.3914 -1.3894 -1.8315
H 2.4826 0.3611 4.9541
H 0.3156 -2.2391 -1.5094
O -0.4897 -1.1634 1.1371
H 5.2228 -0.8242 1.4826
H 0.4621 -0.8520 -5.4382
O -0.6632 -4.6669 0.7015
H -0.2793 -0.8185 -1.2917
H -1.7784 0.4475 -0.8860
O 0.6166 -1.7694 -5.5448
H -0.4694 -0.2398 1.0058
H 0.3981 -1.9017 -4.6295
O -2.5414 0.2931 -0.9262
H 0.6116 3.3318 -1.1259
H 2.5489 -4.6641 2.9944
O 4.4087 -1.0159 1.9524
H -1.2630 -5.2328 1.2362
H 4.0190 -0.2974 2.4029
*
```

Output
**HOMO**: -5.471 eV
**Kohn-Sham gap**: 7.71 eV

Preferred: arrangement i; penalty for the next structure: 176.6 kJ/mol.

Arrangement i

Entry from the Open Molecules 2025 dataset: the ion C4H11N4 with charge +1 (ωB97M-V/def2-TZVPD).

ORCA input file:
```
! RIJCOSX wB97M-V def2-TZVPD def2/J DEFGRID3
* xyz 1 1
C 1.7242 -0.3863 -1.1146
C 0.2039 -0.2651 -0.9807
N -0.8235 0.1268 -1.6062
N -0.5003 0.7197 -2.8880
N -0.0556 -0.6214 0.3393
C -1.3252 -0.9550 0.8868
N -0.5295 0.1628 1.3275
C 0.1660 0.4678 2.5752
H 2.0012 -1.0520 -0.2895
H 2.0201 0.6529 -0.9484
H 2.2704 -0.6226 -1.9509
H -1.2290 1.4112 -3.1088
H -0.2985 0.1860 -3.7377
H -2.2433 -0.4493 0.2554
H -1.6828 -1.9255 1.2854
H -0.9622 1.0944 1.1424
H -0.1568 1.2189 3.2534
H 0.2901 -0.5018 3.2499
H 1.1309 0.7384 2.3095
*
```

Output
**HOMO**: -12.850 eV
**Kohn-Sham gap**: 9.84 eV
**SMILES string**: C/C(=N\N)N1C[N@H+]1C

Arrangement ii

Entry from the Open Molecules 2025 dataset: the ion C4H11N4 with charge +1 (ωB97M-V/def2-TZVPD).

ORCA input file:
```
! RIJCOSX wB97M-V def2-TZVPD def2/J DEFGRID3
* xyz 1 1
C 1.8420 -1.7850 -0.0858
N 0.7416 -0.8389 0.0434
C 0.9150 0.5136 0.1301
N 2.1452 1.1074 0.0480
C -0.0923 1.5029 0.0436
C -1.4211 1.0862 0.0393
N -1.7716 -0.2464 0.0527
N -3.0430 -0.6055 0.0026
H 1.5696 -2.7207 0.5582
H 2.1969 -2.1420 -1.1289
H 2.7351 -1.4263 0.4682
H -0.1702 -1.1789 0.5190
H 2.2769 2.0575 -0.3544
H 2.9914 0.5267 -0.0256
H -0.0293 2.5593 0.0242
H -2.0004 1.8741 0.5803
H -1.8230 1.3825 -1.0155
H -3.1986 -1.6398 0.1564
H -3.8640 -0.0267 -0.0558
*
```

Output
**HOMO (alpha / beta)**: -11.512 / -12.486 eV
**Kohn-Sham gap (alpha / beta)**: 6.05 / 9.07 eV
**SMILES string**: CN/C(N)=C\CN=[NH2+]

Arrangement iii

Entry from the Open Molecules 2025 dataset: the ion C4H11N4 with charge +1 (ωB97M-V/def2-TZVPD).

ORCA input file:
```
! RIJCOSX wB97M-V def2-TZVPD def2/J DEFGRID3
* xyz 1 1
H -4.1329 -1.5830 1.7888
N -3.1021 -1.4103 1.6198
N -2.7285 -0.4342 0.9910
N -1.4294 -0.5732 0.6309
C -0.8681 0.3559 -0.1187
N -1.6372 1.2821 -0.5961
C 0.5847 0.2120 -0.5257
C 1.1243 -1.1724 -0.5283
C 1.5519 1.0895 0.3189
H -0.8559 -1.2303 1.1522
H -1.4049 2.1606 -1.1415
H -2.5607 1.3095 -0.1562
H 0.6210 0.6532 -1.5647
H 1.3484 -1.4230 0.4850
H 2.1072 -1.4338 -1.1602
H 0.4149 -1.9470 -0.7622
H 1.3209 0.7835 1.3713
H 1.5793 2.1610 0.0146
H 2.5187 0.6911 0.1497
*
```

Output
**HOMO**: -14.473 eV
**Kohn-Sham gap**: 10.10 eV
**SMILES string**: [H]/N=N/NC(=[NH2+])C(C)C

Preferred: arrangement iii; penalty for the next structure: 181.7 kJ/mol.

Arrangement i

Entry from the Open Molecules 2025 dataset: an isolated molecule of C15H23N5O3 (ωB97M-V/def2-TZVPD).

ORCA input file:
```
! RIJCOSX wB97M-V def2-TZVPD def2/J DEFGRID3
* xyz 0 1
H 6.1968 -1.6333 0.3356
N 5.2555 -1.3128 0.4745
C 4.2661 -1.9957 0.0018
N 4.2433 -3.1693 -0.7454
N 2.9856 -1.4895 0.0230
C 2.8070 -0.0428 0.4067
C 2.5297 0.9237 -0.7977
C 2.5095 2.3915 -0.4957
C 1.2291 2.6503 0.2935
N 1.2265 2.1212 1.7030
C -0.0240 2.4159 -0.5469
O -0.1376 3.1857 -1.4406
N -0.9066 1.4276 -0.3185
C -0.7184 0.2296 0.5189
C -2.0436 -0.0707 1.3255
C -3.3699 -0.5009 0.5715
C -4.1395 0.5137 -0.0215
C -5.4438 0.2437 -0.5203
C -5.8603 -1.0878 -0.5091
C -5.1740 -2.1974 0.0696
C -3.9282 -1.8148 0.6091
C -0.3629 -1.0011 -0.3086
O 0.0107 -2.0781 -0.0417
O -0.7111 -0.6869 -1.6010
H 5.0138 -3.8261 -0.4937
H 4.3328 -3.0384 -1.7385
H 2.2215 -1.9792 -0.2919
H 3.6575 0.2748 1.0002
H 2.0312 0.1088 1.1532
H 1.6381 0.6076 -1.2689
H 3.2865 0.5352 -1.5162
H 3.3393 2.7104 0.0833
H 2.5218 2.9836 -1.4051
H 1.3464 3.8273 0.3949
H 2.1542 2.0041 2.0848
H 0.6589 2.7627 2.2665
H -1.7029 1.4368 -1.0390
H 0.1856 0.4603 1.0744
H -1.9969 -0.8248 2.1727
H -2.2821 0.8372 1.7985
H -3.7504 1.5362 -0.1459
H -6.1078 1.0368 -0.9400
H -6.8911 -1.2072 -0.9178
H -5.6545 -3.1291 -0.1380
H -3.4496 -2.6581 1.0877
H -0.9920 -1.4810 -2.2068
*
```

Output
**HOMO**: -8.550 eV
**Kohn-Sham gap**: 9.16 eV
**SMILES string**: [H]/N=C(\N)NCCC[C@H](N)C(=O)N[C@@H](Cc1ccccc1)C(=O)O

Arrangement ii

Entry from the Open Molecules 2025 dataset: an isolated molecule of C15H23N5O3 (ωB97M-V/def2-TZVPD).

ORCA input file:
```
! RIJCOSX wB97M-V def2-TZVPD def2/J DEFGRID3
* xyz 0 1
C 4.9641 0.9480 -0.5328
C 4.1294 0.1859 0.4901
N 3.5351 -1.0122 -0.0778
C 2.4382 -0.7240 -0.9823
C 1.9396 -2.0105 -1.6283
N 1.4820 -2.9294 -0.5990
C 0.8551 -4.1215 -1.1373
C -0.5660 -3.8084 -1.6324
N -1.2718 -2.9910 -0.6704
C -1.3373 -1.6409 -0.8604
O -1.1708 -1.1106 -1.9340
N -1.6890 -0.9592 0.2984
C -1.8616 0.3989 0.4766
C -1.6458 1.3331 -0.5422
C -1.8264 2.6751 -0.2954
C -2.2237 3.1056 0.9677
N -2.4129 4.5010 1.2204
O -2.2138 5.2768 0.3065
O -2.7622 4.8330 2.3371
C -2.4394 2.1861 1.9910
C -2.2576 0.8461 1.7448
C 2.5890 -3.2230 0.2911
C 3.0722 -1.9310 0.9418
H 5.5441 1.7182 -0.0309
H 4.3397 1.4275 -1.2813
H 5.6443 0.2634 -1.0318
H 3.3616 0.8544 0.9205
H 4.7861 -0.1345 1.3039
H 2.7868 -0.0506 -1.7650
H 1.5970 -0.2395 -0.4520
H 1.1099 -1.7691 -2.2921
H 2.7561 -2.4578 -2.2210
H 1.4342 -4.5753 -1.9586
H 0.7892 -4.8552 -0.3275
H -0.5466 -3.2464 -2.5667
H -1.1155 -4.7403 -1.7914
H -1.2283 -3.3352 0.2772
H -1.8516 -1.5188 1.1243
H -1.3425 0.9890 -1.5162
H -1.6645 3.4076 -1.0711
H -2.7471 2.5419 2.9622
H -2.4237 0.1282 2.5353
H 2.2505 -3.9149 1.0677
H 3.4322 -3.6863 -0.2491
H 3.9004 -2.1570 1.6181
H 2.2442 -1.4968 1.5338
*
```

Output
**HOMO**: -8.765 eV
**Kohn-Sham gap**: 8.53 eV
**SMILES string**: CCN1CCN(CCNC(=O)Nc2ccc([N+](=O)[O-])cc2)CC1

Preferred: arrangement i; penalty for the next structure: 40.7 kJ/mol.